(1)
A 2-piece molecular cluster, C3H3BrF3IO overall in a non-equilibrium geometry. Source: the Open Molecules 2025 dataset; level of theory: wB97M-V/def2-TZVPD.

XYZ file:
```
12
C3H3BrF3IO | the Open Molecules 2025 dataset | wB97M-V/def2-TZVPD
C -2.79046 1.19375 0.17956
C -1.24661 -0.27620 -0.75232
C 2.83988 -0.60585 0.48248
O -1.85436 0.31519 0.21991
F -1.87163 -0.26732 -1.96150
F 3.92871 -1.26752 0.86959
F 2.07554 -0.41877 1.55538
Br -0.48919 -1.96031 -0.32891
I 3.39396 1.30943 -0.35318
H -2.97999 1.72046 1.09595
H -3.30056 1.44277 -0.73719
H 2.29473 -1.18564 -0.26978
```

Properties
Net charge: 0
Energy in eV: -91498.5381

Results of the natural (NBO) charge analysis, in e, for atoms 1 through 4: -0.087 0.459 0.464 -0.405

(2)
C35H32N5O3PRhS3 as an isolated structure. Source: the Open Molecules 2025 dataset; level of theory: wB97M-V/def2-TZVPD.

XYZ file:
```
80
C35H32N5O3PRhS3 | the Open Molecules 2025 dataset | wB97M-V/def2-TZVPD
Rh -1.70487 1.08610 1.25140
O -0.63734 -0.81133 4.68442
C -1.11434 -0.42021 3.64646
N -1.11065 0.85653 3.13887
C -0.64239 1.98150 3.78591
O -0.21598 2.06868 4.90756
C -0.73398 3.20236 2.88596
C -0.34280 4.43715 3.35584
C -0.41426 5.52899 2.50229
C -0.86653 5.34381 1.20736
C -1.24893 4.07755 0.79965
N -1.19435 3.03439 1.62931
C -1.79240 -1.38252 2.68885
C -2.02302 -2.68778 3.06042
C -2.65776 -3.53616 2.16016
C -3.04596 -3.04199 0.92978
C -2.78709 -1.71648 0.61908
N -2.15967 -0.90999 1.47704
H 0.00957 4.51025 4.37509
H -0.11533 6.51062 2.84438
H -0.92611 6.16530 0.50798
H -1.60888 3.87171 -0.19882
H -1.70824 -3.00720 4.04420
H -2.84946 -4.56759 2.42382
H -3.53853 -3.66511 0.19753
H -3.05853 -1.28940 -0.33473
S -1.41124 -1.07800 -2.56930
P -1.92690 0.82611 -2.47476
S -2.82881 1.53410 -0.75060
C -3.11492 1.22393 -3.77702
C -4.45255 1.50416 -3.52730
C -5.31211 1.76321 -4.58643
C -4.83814 1.74186 -5.88852
C -3.50107 1.45836 -6.13991
C -2.64009 1.19897 -5.08850
C -0.52549 1.93885 -2.79428
C -0.74702 3.31547 -2.82547
C 0.30191 4.18183 -3.08213
C 1.57786 3.67873 -3.31318
C 1.79664 2.31051 -3.29880
C 0.74472 1.43885 -3.04412
H -4.82683 1.51824 -2.51233
H -6.35359 1.98113 -4.39065
H -5.51038 1.94469 -6.71181
H -3.13081 1.43904 -7.15620
H -1.59859 0.97268 -5.28539
H -1.74636 3.70484 -2.66398
H 0.12489 5.24914 -3.11829
H 2.39606 4.35640 -3.51932
H 2.78543 1.91707 -3.49626
H 0.90171 0.36731 -3.04396
C 3.63174 -3.41516 3.85350
C 3.31410 -2.17915 3.02211
C 1.81494 -2.06839 2.78999
N 1.44835 -0.86734 2.02104
C 0.84755 -0.74505 0.85627
S 0.34085 0.87730 0.33433
N 0.62081 -1.72091 -0.00634
C 1.11833 -3.08174 -0.01920
O 0.32671 -3.98033 -0.04922
C 2.58758 -3.22619 -0.09449
C 3.14047 -4.45553 0.26056
C 4.51167 -4.63050 0.21041
C 5.32835 -3.58839 -0.21386
C 4.77738 -2.37102 -0.59047
C 3.40598 -2.18401 -0.52432
H 4.70561 -3.51630 4.00243
H 3.27894 -4.32127 3.35643
H 3.16128 -3.36387 4.83668
H 3.83813 -2.21561 2.06594
H 3.65582 -1.28067 3.54355
H 1.29679 -1.98726 3.74701
H 1.42245 -2.94932 2.28741
H 1.59059 0.01589 2.49389
H -0.06464 -1.49799 -0.75989
H 2.48460 -5.25761 0.57376
H 4.94690 -5.57901 0.49461
H 6.40023 -3.72968 -0.25821
H 5.41580 -1.56950 -0.93641
H 2.97618 -1.23798 -0.82883
```

Properties
Net charge: +1
Energy in eV: -95209.5518

Results of the Löwdin charge analysis, in e, for atoms 1 through 4: 0.684 0.114 -0.447 -0.019

(3)
A 2-piece molecular cluster, C3H6O2P overall in a non-equilibrium geometry. Source: the Open Molecules 2025 dataset; level of theory: wB97M-V/def2-TZVPD.

XYZ file:
```
12
C3H6O2P | the Open Molecules 2025 dataset | wB97M-V/def2-TZVPD
C -1.73005 1.76030 0.87592
C -1.34309 0.53581 0.93275
C 0.13942 -1.03134 -0.87625
O 2.53899 0.26322 -1.32486
O 2.38968 -2.22913 -0.72735
P 1.92104 -0.79894 -0.53530
H -2.53435 2.09595 1.60287
H -1.21339 2.43781 0.26006
H -1.80977 -0.17383 1.46316
H -0.11722 -0.46691 -1.76408
H -0.30094 -2.01909 -0.72921
H 2.05969 -0.37384 0.82228
```

Properties
Net charge: -1
Energy in eV: -16589.7733

Results of the natural (NBO) charge analysis, in e, for atoms 1 through 4: -0.553 -0.077 -0.656 -1.178

(4)
C2H2IrO2 as an isolated structure in a non-equilibrium geometry. Source: the Open Molecules 2025 dataset; level of theory: wB97M-V/def2-TZVPD.

XYZ file:
```
7
C2H2IrO2 | the Open Molecules 2025 dataset | wB97M-V/def2-TZVPD
O 1.28939 -1.18508 -0.55367
C 0.25689 -0.55400 -0.71224
C -0.88249 -0.03347 -0.41763
O -1.48863 1.20933 -0.29381
Ir -2.74167 0.10802 -1.04815
H 1.52207 0.48619 1.64404
H 2.04444 -0.03099 1.38147
```

Properties
Spin multiplicity: 5
Net charge: +1
Energy in eV: -9022.8480

Results of the natural (NBO) charge analysis, in e, for atoms 1 through 4: -0.237 0.547 -0.001 -0.477

For reference, energy above the lowest of the compared OMol25 structures with the same formula, charge and spin by record: 11.1, 0.0, 103.7, 58.4 kcal/mol.